Entry 1:
{
  "formula": "C18H40NiOP2Si",
  "method": "ωB97M-V/def2-TZVPD",
  "elements": ["P", "P", "C", "C", "H", "H", "H", "H", "C", "H", "H", "H", "C", "H", "H", "H", "C", "H", "H", "H", "C", "H", "H", "H", "Ni", "C", "C", "C", "C", "C", "C", "C", "C", "C", "H", "H", "H", "H", "H", "H", "H", "H", "H", "H", "H", "H", "H", "H", "H", "C", "Si", "C", "C", "O", "H", "H", "H", "H", "H", "H", "H", "H", "H"],
  "positions_angstrom": [[-1.192, -2.508, -1.486], [0.079, 1.124, -1.965], [-1.367, -1.186, -2.732], [-0.052, -0.398, -2.958], [-2.166, -0.511, -2.404], [-1.678, -1.583, -3.694], [0.876, -0.947, -2.734], [0.095, -0.065, -4.011], [-1.684, 1.729, -2.254], [-1.821, 2.814, -2.114], [-2.399, 1.225, -1.591], [-1.951, 1.520, -3.304], [0.589, 2.299, -3.387], [-0.223, 2.445, -4.121], [1.456, 1.876, -3.921], [0.873, 3.298, -3.002], [-2.344, -3.887, -1.554], [-2.912, -3.834, -0.600], [-1.813, -4.860, -1.660], [-3.031, -3.725, -2.401], [0.489, -3.038, -1.668], [1.105, -2.177, -1.896], [0.521, -3.728, -2.510], [0.905, -3.449, -0.757], [-1.458, -1.918, 0.355], [1.142, 3.957, -0.409], [0.135, 3.054, -0.349], [0.089, 1.819, 0.649], [1.453, 1.044, 0.978], [2.527, 0.932, -0.014], [2.315, 1.308, -1.328], [2.985, 2.682, -1.522], [2.596, 3.712, -0.415], [-0.506, -3.593, 1.126], [0.867, 5.013, -0.304], [-0.903, 3.425, -0.507], [-0.728, 1.076, 0.417], [-0.209, 2.210, 1.646], [1.836, 1.479, 1.927], [1.172, 0.015, 1.304], [3.444, 0.371, 0.241], [2.559, 0.661, -2.197], [2.845, 3.119, -2.531], [4.068, 2.472, -1.464], [3.004, 3.396, 0.558], [3.113, 4.653, -0.637], [0.191, -3.082, 1.839], [0.075, -4.378, 0.599], [-1.322, -4.089, 1.688], [-2.328, 0.511, 4.157], [-1.224, -0.899, 3.556], [0.652, -0.567, 3.699], [-1.103, -2.430, 4.702], [-1.819, -1.112, 2.078], [-2.252, 0.781, 5.208], [-3.388, 0.258, 4.004], [-2.191, 1.448, 3.603], [1.048, -0.959, 4.652], [1.217, -1.105, 2.920], [0.917, 0.504, 3.663], [-2.078, -2.724, 5.118], [-0.668, -3.294, 4.172], [-0.427, -2.182, 5.541]],
  "lowdin_charge": [0.75, 0.94, -0.34, -0.40, 0.04, 0.09, 0.04, 0.09, -0.27, 0.04, 0.04, 0.05, -0.24, 0.04, 0.04, 0.04, -0.23, 0.04, 0.07, 0.05, -0.24, 0.02, 0.07, 0.02, 0.27, -0.11, -0.21, -0.21, -0.21, -0.16, -0.32, -0.19, -0.19, -0.13, 0.11, 0.09, 0.06, 0.11, 0.11, 0.08, 0.12, 0.10, 0.09, 0.11, 0.12, 0.11, 0.01, 0.01, 0.02, -0.17, 0.28, -0.19, -0.19, -0.42, 0.01, 0.03, 0.02, 0.02, 0.02, 0.02, 0.02, 0.02, 0.02],
  "spin_multiplicity": 3,
  "homo_lumo_gap_ha": [0.2094, 0.2951],
  "homo_ev": [-5.97, -8.14],
  "de_lowest_kcal_mol": 82.77
}

Entry 2:
{
  "formula": "C18H40O38P2S8",
  "method": "ωB97M-V/def2-TZVPD",
  "elements": ["C", "C", "O", "O", "P", "O", "O", "O", "P", "O", "H", "H", "H", "H", "H", "H", "H", "H", "C", "C", "O", "S", "O", "O", "O", "H", "H", "H", "H", "C", "C", "O", "S", "O", "O", "O", "H", "H", "H", "H", "C", "C", "O", "S", "O", "O", "O", "H", "H", "H", "H", "C", "C", "O", "S", "O", "O", "O", "H", "H", "H", "H", "C", "C", "O", "S", "O", "O", "O", "H", "H", "H", "H", "C", "C", "O", "S", "O", "O", "O", "H", "H", "H", "H", "C", "C", "O", "S", "O", "O", "O", "H", "H", "H", "H", "C", "C", "O", "S", "O", "O", "O", "H", "H", "H", "H"],
  "positions_angstrom": [[-2.741, 2.283, -5.164], [-1.507, 1.612, -5.751], [-0.298, 1.864, -5.033], [-0.094, 3.294, -5.095], [0.784, 3.770, -3.836], [0.988, 5.205, -3.968], [2.072, 2.883, -3.851], [-0.021, 3.471, -2.475], [-0.396, 1.970, -1.980], [0.757, 1.065, -1.942], [-3.415, 2.583, -5.965], [-2.501, 3.185, -4.603], [-3.294, 1.614, -4.503], [-1.352, 1.921, -6.786], [-1.612, 0.528, -5.707], [2.193, 2.494, -4.729], [-1.457, 1.498, -2.752], [-0.910, 2.192, -0.704], [-1.479, -1.851, 2.662], [-1.689, -0.484, 3.273], [-1.888, 0.383, 2.134], [-2.634, -0.420, 0.986], [-4.029, -0.131, 1.041], [-1.925, -0.265, -0.233], [-2.404, -1.877, 1.553], [-0.467, -1.974, 2.275], [-1.702, -2.663, 3.345], [-0.837, -0.157, 3.862], [-2.592, -0.449, 3.885], [3.234, -2.641, -2.852], [1.992, -1.805, -2.705], [0.940, -2.784, -2.505], [1.507, -4.021, -1.708], [1.195, -3.889, -0.325], [1.168, -5.212, -2.410], [3.060, -3.718, -1.906], [3.316, -3.076, -3.851], [4.137, -2.084, -2.620], [1.781, -1.196, -3.577], [2.034, -1.166, -1.830], [-7.440, 1.191, 1.368], [-7.100, 0.114, 2.371], [-7.637, 0.611, 3.612], [-8.957, 1.452, 3.328], [-10.102, 0.644, 3.542], [-8.816, 2.711, 3.976], [-8.753, 1.639, 1.759], [-6.751, 2.035, 1.439], [-7.459, 0.825, 0.347], [-6.031, -0.050, 2.459], [-7.597, -0.830, 2.137], [5.522, 3.083, 0.459], [4.327, 2.474, 1.163], [3.317, 2.402, 0.159], [3.995, 2.126, -1.271], [3.942, 0.730, -1.497], [3.514, 3.090, -2.183], [5.503, 2.498, -0.849], [5.416, 4.165, 0.359], [6.464, 2.855, 0.951], [3.981, 3.074, 2.000], [4.531, 1.458, 1.506], [5.006, -0.764, 3.399], [4.406, -2.123, 3.692], [3.544, -1.888, 4.815], [2.922, -0.422, 4.724], [1.628, -0.502, 4.147], [3.144, 0.241, 5.955], [3.927, 0.157, 3.623], [5.815, -0.521, 4.091], [5.363, -0.677, 2.376], [5.153, -2.869, 3.945], [3.797, -2.482, 2.860], [0.612, -8.152, 1.056], [-0.490, -7.311, 0.452], [-1.371, -7.042, 1.558], [-0.526, -6.926, 2.903], [-0.274, -5.557, 3.189], [-1.105, -7.781, 3.874], [0.826, -7.575, 2.355], [0.303, -9.191, 1.189], [1.530, -8.118, 0.476], [-1.028, -7.827, -0.338], [-0.109, -6.361, 0.074], [-6.501, 6.045, 4.687], [-6.383, 4.543, 4.567], [-5.065, 4.339, 4.024], [-4.077, 5.472, 4.559], [-3.345, 4.977, 5.669], [-3.422, 6.055, 3.445], [-5.196, 6.475, 5.106], [-6.723, 6.509, 3.724], [-7.246, 6.351, 5.416], [-7.132, 4.109, 3.916], [-6.431, 4.059, 5.545], [6.792, -0.123, -6.236], [6.286, -1.513, -5.912], [5.460, -1.324, -4.754], [4.752, 0.111, -4.820], [3.440, -0.032, -5.354], [4.961, 0.751, -3.578], [5.673, 0.733, -5.970], [7.614, 0.170, -5.579], [7.100, -0.019, -7.272], [7.085, -2.214, -5.689], [5.665, -1.911, -6.717]],
  "lowdin_charge": [-0.08, -0.23, -0.17, -0.15, 0.33, -0.21, -0.11, -0.30, 0.66, -0.35, 0.08, 0.07, 0.07, 0.12, 0.13, 0.11, 0.03, 0.03, -0.13, -0.14, -0.18, 0.58, -0.24, -0.24, -0.18, 0.14, 0.14, 0.12, 0.13, -0.16, -0.15, -0.17, 0.57, -0.23, -0.24, -0.18, 0.13, 0.12, 0.13, 0.11, -0.15, -0.15, -0.18, 0.60, -0.21, -0.24, -0.19, 0.13, 0.14, 0.11, 0.14, -0.16, -0.17, -0.18, 0.61, -0.24, -0.21, -0.18, 0.13, 0.13, 0.14, 0.11, -0.16, -0.15, -0.18, 0.60, -0.22, -0.20, -0.20, 0.14, 0.13, 0.14, 0.14, -0.15, -0.15, -0.18, 0.59, -0.23, -0.22, -0.19, 0.13, 0.14, 0.14, 0.11, -0.15, -0.16, -0.19, 0.59, -0.22, -0.22, -0.19, 0.13, 0.14, 0.10, 0.14, -0.15, -0.15, -0.20, 0.61, -0.21, -0.21, -0.18, 0.14, 0.14, 0.14, 0.14],
  "homo_lumo_gap_ha": 0.3821,
  "homo_ev": -10.41
}

Entry 3:
{
  "formula": "C18H40OP2PdSi",
  "method": "ωB97M-V/def2-TZVPD",
  "elements": ["P", "P", "C", "C", "H", "H", "H", "H", "C", "H", "H", "H", "C", "H", "H", "H", "C", "H", "H", "H", "C", "H", "H", "H", "Pd", "C", "C", "C", "C", "C", "C", "C", "C", "C", "H", "H", "H", "H", "H", "H", "H", "H", "H", "H", "H", "H", "H", "H", "H", "C", "Si", "C", "C", "O", "H", "H", "H", "H", "H", "H", "H", "H", "H"],
  "positions_angstrom": [[-0.238, 1.209, -1.780], [-2.262, -1.720, -1.836], [-0.973, 0.304, -3.282], [-2.297, -0.475, -3.149], [-0.171, -0.331, -3.688], [-1.142, 1.099, -4.019], [-3.170, 0.180, -2.991], [-2.481, -1.055, -4.069], [-1.151, -3.022, -2.450], [-0.915, -3.792, -1.692], [-0.200, -2.616, -2.853], [-1.688, -3.559, -3.260], [-3.846, -2.603, -1.749], [-4.047, -3.130, -2.692], [-4.657, -1.889, -1.521], [-3.796, -3.314, -0.905], [1.352, 1.738, -2.828], [2.066, 2.547, -2.521], [0.778, 2.205, -3.629], [1.910, 0.838, -3.109], [-1.411, 2.584, -1.723], [-2.387, 2.229, -1.364], [-1.540, 2.956, -2.749], [-1.028, 3.379, -1.069], [1.577, 2.093, -0.871], [-0.261, -1.770, 2.529], [0.449, -2.483, 1.659], [0.173, -2.489, 0.190], [0.311, -1.094, -0.397], [-0.966, -0.235, -0.382], [-2.339, -0.865, -0.244], [-2.493, -1.442, 1.184], [-1.449, -0.909, 2.218], [2.234, 3.889, -0.135], [0.010, -1.782, 3.576], [1.248, -3.173, 1.977], [-0.861, -2.806, 0.008], [0.865, -3.140, -0.360], [1.093, -0.495, 0.105], [0.702, -1.156, -1.430], [-0.865, 0.555, 0.359], [-3.124, -0.103, -0.398], [-2.529, -2.545, 1.195], [-3.476, -1.099, 1.548], [-1.076, 0.101, 1.960], [-1.992, -0.717, 3.161], [1.837, 4.093, 0.874], [1.849, 4.578, -0.906], [3.338, 3.771, -0.171], [3.433, -0.493, 2.977], [2.491, 1.124, 2.548], [1.294, 1.315, 4.031], [3.820, 2.460, 2.664], [1.676, 1.270, 1.178], [3.782, -0.517, 4.019], [4.343, -0.596, 2.372], [2.845, -1.408, 2.842], [1.807, 1.332, 5.004], [0.757, 2.270, 3.939], [0.542, 0.514, 4.077], [4.813, 2.047, 2.461], [3.600, 3.223, 1.911], [3.838, 2.923, 3.657]],
  "lowdin_charge": [0.80, 0.94, -0.30, -0.27, 0.09, 0.10, 0.12, 0.12, -0.15, 0.08, 0.08, 0.09, -0.16, 0.07, 0.08, 0.08, -0.31, 0.04, 0.06, 0.07, -0.19, 0.06, 0.07, 0.06, 0.79, -0.03, -0.02, -0.18, -0.22, -0.37, -0.36, -0.12, -0.14, -0.15, 0.13, 0.14, 0.07, 0.14, 0.09, 0.10, 0.08, 0.14, 0.13, 0.13, 0.12, 0.14, 0.02, 0.02, 0.03, -0.16, 0.30, -0.16, -0.14, -0.39, 0.05, 0.03, 0.00, 0.05, 0.03, 0.00, 0.04, -0.01, 0.05],
  "spin_multiplicity": 5,
  "homo_lumo_gap_ha": [0.2553, 0.1303],
  "homo_ev": [-12.40, -14.07],
  "de_lowest_kcal_mol": 69.35,
  "total_charge": 2
}